# 1
Molecular formula: C26H21Cl2HoN5O7S
Method: DFT, ωB97M-V with the def2-TZVPD basis set

```
63
Properties=species:S:1:pos:R:3:forces:R:3
Ho -0.86062 0.86060 0.67564 -0.31 -2.62 -0.46
Cl 1.28483 -4.91619 -2.94410 -0.11 0.08 0.03
C 0.16713 -3.77876 -2.21957 0.18 -0.03 0.05
C 0.64571 -2.97814 -1.18381 0.11 -0.14 0.03
C -0.15458 -2.04984 -0.51707 -0.02 0.17 0.20
N 0.14236 -1.31534 0.61446 -0.12 0.00 -0.27
C 1.48327 -1.09767 1.08368 0.07 0.24 -0.11
O 3.71688 -2.23476 1.64142 -0.35 -0.15 -0.24
C 1.37172 -0.47100 2.51113 0.13 -0.09 -0.20
C 2.47412 -0.33488 3.34988 -0.17 -0.02 0.13
C 2.30499 0.29977 4.56724 0.05 0.03 0.07
C 1.06544 0.81756 4.91214 0.06 -0.03 -0.01
C 0.04569 0.70232 3.99218 -0.03 -0.06 -0.03
N 0.19313 0.05879 2.83221 -0.06 0.35 -0.28
C -1.46349 -1.83712 -1.07101 -0.31 0.16 0.18
C -1.94487 -2.68987 -2.05262 0.14 0.00 -0.21
C -1.13510 -3.67050 -2.63083 -0.16 0.01 -0.06
Cl -1.79674 -4.67811 -3.89525 0.06 0.06 0.10
N -2.18174 -0.75401 -0.53442 0.14 -0.15 -0.03
C -3.30224 -0.32083 -1.11586 -0.13 -0.08 0.06
O -3.90598 -0.74124 -2.11075 0.01 0.06 -0.02
C -3.92657 0.86821 -0.40073 0.09 -0.25 0.02
C -4.96239 1.55717 -1.01342 -0.10 0.01 0.08
C -5.56417 2.59020 -0.32183 -0.04 0.03 -0.02
C -5.12038 2.89555 0.95788 -0.01 -0.02 -0.05
C -4.05700 2.18060 1.47277 0.00 -0.10 -0.01
N -3.46544 1.18308 0.80913 0.19 0.22 0.02
H 1.66825 -3.13440 -0.90196 -0.07 -0.02 -0.03
H 3.43755 -0.70734 3.04917 0.03 -0.03 0.00
H 3.14796 0.40764 5.23926 0.00 0.00 -0.01
H 0.89916 1.33730 5.84533 0.03 -0.01 0.00
H -0.91825 1.16391 4.15931 -0.01 0.00 -0.01
H -2.94412 -2.54517 -2.42536 0.00 -0.01 -0.01
H -5.26404 1.24598 -2.00272 -0.01 0.01 0.01
H -6.37217 3.15489 -0.77157 0.00 0.00 0.00
H -5.56174 3.69465 1.53761 -0.01 0.00 -0.01
H -3.63045 2.42946 2.43289 0.00 0.01 0.01
O -0.28683 1.09931 -1.74009 0.16 0.17 0.25
C 0.60505 0.64325 -2.75500 -0.22 -0.08 0.08
C 1.94784 1.35568 -2.79610 0.06 0.01 -0.11
C 2.65883 1.47875 -1.44377 0.00 0.03 0.06
C 2.71125 0.16769 -0.69279 0.29 -0.32 -0.26
C 3.67106 -0.82880 -1.24794 -0.19 0.38 0.00
C 3.98584 -2.04724 -0.82954 -0.01 -0.16 0.04
C 3.44717 -2.77911 0.33881 0.24 0.10 0.11
C 2.34359 -2.34962 1.19267 0.24 0.13 0.20
N 1.91722 0.06761 0.28606 -0.27 -0.18 0.39
H -0.49165 2.04599 -1.79178 0.07 0.11 -0.09
H 0.10604 0.73253 -3.72288 0.02 -0.01 -0.06
H 0.73320 -0.42188 -2.55869 0.03 0.00 0.04
H 1.83028 2.35892 -3.21698 -0.03 0.00 0.03
H 2.55956 0.79674 -3.51420 0.03 0.02 0.02
H 2.12803 2.18827 -0.81228 -0.01 0.01 0.03
H 3.67488 1.85525 -1.60198 -0.02 -0.01 -0.04
H 4.19225 -0.47129 -2.13153 0.00 0.01 0.02
H 4.72658 -2.59061 -1.40685 -0.01 -0.04 0.03
H 3.60726 -3.85288 0.28890 0.02 -0.03 0.00
H 1.79326 -3.14652 1.68835 0.02 -0.01 0.03
O 0.63387 2.66387 0.84382 0.18 0.47 0.02
S -0.66318 3.39958 0.99165 0.05 0.94 0.15
O -0.57260 4.81099 1.20137 0.03 0.13 0.01
O -1.34554 2.64118 2.10479 0.06 0.35 0.13
O -1.42939 2.98982 -0.24446 -0.01 0.35 0.01
```
Positions in Å, forces in eV/Å.

Output
Kohn-Sham gap (spin up / spin down) = 0.2367 / 0.2368 hartree
Charge = -1
Max |F| = 0.0521 Eh/bohr
Spin multiplicity = 5
⟨S²⟩ = 6.004

These are the Mulliken partial charges, in e, on atoms 1 to 6: atom 1 (Ho): 0.556, atom 2 (Cl): -0.270, atom 3 (C): -0.794, atom 4 (C): 0.360, atom 5 (C): 0.263, atom 6 (N): -0.583

# 2
Molecular formula: C26H21ClNO
Method: DFT, ωB97M-V with the def2-TZVPD basis set

```
50
Properties=species:S:1:pos:R:3:forces:R:3
C -6.65772 -0.13054 0.87828 0.15 -0.08 -0.21
O -5.76263 -0.77299 -0.05165 0.48 0.37 0.32
C -4.43828 -0.47567 0.00120 -0.05 -0.18 0.19
C -3.62241 -1.14591 -0.95186 -0.10 0.52 0.12
C -2.25890 -0.91817 -0.96435 -0.22 -0.49 0.47
C -1.67960 -0.07009 -0.02667 0.79 0.29 0.30
C -0.17955 0.16356 -0.06710 -0.70 2.81 -1.98
N 0.59459 -1.30131 -0.02474 -1.98 -2.72 2.44
C 1.94883 -1.93786 -0.27602 -0.88 0.19 1.85
C 2.04649 -3.33472 -0.05870 0.14 0.69 -0.21
C 3.32870 -3.85210 0.07764 0.57 0.39 -0.39
C 4.44034 -3.00501 0.05454 0.40 0.37 -0.21
Cl 6.08601 -3.59611 0.06776 -0.73 -0.14 0.13
C 4.28083 -1.63385 -0.01264 -0.10 0.26 -0.36
C 3.02037 -1.10693 -0.14483 -0.45 0.05 -0.32
C 0.37206 1.14976 1.05043 0.56 -1.32 -0.25
C 0.19868 1.11463 2.42688 0.79 -0.90 0.19
C 1.09268 1.82184 3.24479 -0.18 0.51 -0.16
C 2.10126 2.61924 2.68065 -0.28 -0.06 -0.01
C 2.24478 2.69462 1.29087 -0.65 0.16 -0.12
C 1.35163 1.97198 0.49134 0.86 -0.22 0.27
C 1.37472 1.77006 -0.95949 0.29 0.22 -0.74
C 2.17233 2.37093 -1.93855 -0.73 0.17 0.15
C 1.84321 2.11290 -3.27904 -0.14 -0.18 -0.26
C 0.75813 1.28028 -3.62054 -0.22 0.50 0.36
C -0.01220 0.67282 -2.61193 0.65 -0.58 -0.53
C 0.38405 0.84477 -1.30617 -0.25 0.39 0.06
C -2.48938 0.63341 0.87039 -0.16 -0.25 0.51
C -3.86060 0.40606 0.94953 -0.51 -0.22 -1.01
H -7.63984 -0.52048 0.61592 0.09 0.11 0.09
H -6.42836 -0.38627 1.92232 0.07 -0.02 -0.30
H -6.64641 0.96053 0.75369 0.03 -0.25 -0.03
H -4.06390 -1.79336 -1.70458 -0.14 0.08 0.31
H -1.58419 -1.45339 -1.63289 -0.50 -0.01 -0.07
H 0.48391 -0.91728 0.97906 1.21 -2.90 -0.47
H 0.01734 -2.24837 -0.16452 0.20 3.40 0.61
H 1.18238 -3.99990 0.07120 0.28 0.37 -0.30
H 3.55553 -4.89469 0.14772 -0.37 -0.54 0.16
H 5.07757 -0.92565 -0.03229 0.79 -0.05 0.24
H 2.76448 -0.06481 -0.10306 0.65 0.38 -0.14
H -0.47944 0.38780 2.86901 -0.12 0.32 0.08
H 0.96829 1.78916 4.32894 0.10 -0.05 -0.36
H 2.76509 3.19577 3.33094 -0.21 -0.29 -0.23
H 2.99315 3.34054 0.82064 -0.19 -0.32 0.29
H 2.93312 3.11091 -1.64349 -0.34 -0.50 -0.37
H 2.40574 2.60058 -4.08287 -0.20 -0.23 0.37
H 0.42850 1.17170 -4.65983 0.40 0.03 0.40
H -0.84266 0.00097 -2.84521 0.33 0.46 -0.16
H -2.07111 1.34372 1.57821 0.00 -0.16 -0.29
H -4.49758 0.95696 1.66106 0.56 -0.40 -0.44
```
Positions in Å, forces in eV/Å.

Output
Kohn-Sham gap = 0.3032 hartree
Charge = +1
Max |F| = 0.0808 Eh/bohr

These are the Mulliken partial charges, in e, on atoms 1 to 6: atom 1 (C): -0.831, atom 2 (O): -0.424, atom 3 (C): 0.790, atom 4 (C): -1.309, atom 5 (C): -0.514, atom 6 (C): 0.171

# 3
Molecular formula: C26H21F3IrNO3
Method: DFT, ωB97M-V with the def2-TZVPD basis set

```
55
Properties=species:S:1:pos:R:3:forces:R:3
Ir 0.16250 1.15427 0.39729 -0.17 0.80 0.04
C -3.12773 2.67574 0.15561 0.08 -0.13 -0.26
C -1.94503 3.46750 -0.38418 0.03 0.47 0.77
C -2.40040 4.65746 -1.20714 0.01 -0.19 -0.05
O -1.14868 2.57673 -1.18589 0.14 -0.44 -0.08
C -1.11401 3.92995 0.86408 -0.71 0.31 -0.89
O -1.39847 4.98975 1.38715 0.25 -0.31 0.12
O -0.19889 3.10532 1.24237 0.58 -0.93 0.31
H -3.76691 2.34423 -0.66547 0.00 -0.01 0.01
H -3.70148 3.30835 0.83000 -0.01 0.01 0.01
H -2.78065 1.79766 0.70269 -0.06 0.02 0.04
H -3.07814 4.32202 -1.99478 0.05 0.03 -0.03
H -1.54739 5.17022 -1.65763 -0.01 0.04 0.02
H -2.91459 5.36179 -0.55879 0.03 0.03 -0.01
H -0.49781 3.10256 -1.66602 0.01 0.04 -0.03
F 8.21348 -1.97799 3.94146 0.02 0.04 -0.08
C 8.27142 -1.41548 2.72278 0.16 -0.01 0.03
F 9.15290 -0.39583 2.79637 -0.06 -0.08 0.00
F 8.81413 -2.32852 1.88929 -0.04 0.07 0.07
C 6.93091 -0.95612 2.23588 -0.09 0.03 0.02
C 6.84301 -0.38270 0.97273 0.02 -0.02 0.06
C 5.61700 0.02711 0.48823 -0.04 0.02 -0.05
C 4.46412 -0.12646 1.26536 0.21 -0.09 0.20
C 4.57100 -0.68694 2.54264 -0.04 0.05 -0.11
C 5.79943 -1.09703 3.02579 0.10 -0.02 0.00
C 3.19198 0.30259 0.79455 -0.20 0.10 -0.19
C 2.09369 0.68637 0.42341 -0.21 0.18 0.08
H 7.73891 -0.24949 0.38043 -0.02 -0.04 -0.04
H 5.53885 0.47312 -0.49368 -0.01 0.01 0.01
H 3.68154 -0.79152 3.14819 0.00 0.01 0.00
H 5.88245 -1.51675 4.01832 -0.01 -0.04 -0.02
N -1.16163 -0.20428 0.15114 0.03 -0.12 -0.09
C -1.91216 -1.01925 -0.46542 -0.04 0.21 -0.08
C -2.42598 -2.24469 0.17444 -0.05 -0.18 0.26
C -2.93932 -3.29292 -0.58767 0.05 0.09 -0.03
C -3.42676 -4.42945 0.03606 -0.04 -0.09 0.01
C -3.41468 -4.52690 1.41978 -0.01 0.02 -0.01
C -2.89069 -3.49184 2.18444 0.02 0.01 0.03
C -2.38919 -2.36210 1.56638 0.01 0.06 -0.09
C -2.35752 -0.65826 -1.84640 0.07 0.15 0.01
C -1.42514 -0.29630 -2.81281 0.02 -0.05 0.11
C -1.84979 0.17924 -4.04171 0.03 0.06 -0.04
C -3.20504 0.32932 -4.29793 -0.03 -0.02 -0.01
C -4.13743 -0.03736 -3.33769 -0.05 -0.01 0.01
C -3.71853 -0.54164 -2.11658 0.03 -0.05 -0.01
H -2.94092 -3.22266 -1.66774 -0.04 0.01 0.01
H -3.82120 -5.24154 -0.56035 0.00 0.00 0.00
H -3.81579 -5.40705 1.90495 0.02 -0.01 -0.01
H -2.87727 -3.56280 3.26402 0.00 -0.02 0.00
H -1.96852 -1.55103 2.14673 -0.04 0.00 0.03
H -0.36967 -0.38613 -2.58662 0.01 0.03 -0.02
H -1.12191 0.45473 -4.79391 0.00 -0.01 0.01
H -3.53826 0.73450 -5.24450 0.01 -0.03 -0.02
H -5.19554 0.07344 -3.53644 0.01 0.01 -0.01
H -4.44419 -0.82296 -1.36319 0.00 0.01 0.00
```
Positions in Å, forces in eV/Å.

Output
Kohn-Sham gap (spin up / spin down) = 0.3016 / 0.2634 hartree
Charge = 0
Max |F| = 0.0231 Eh/bohr
Spin multiplicity = 5
⟨S²⟩ = 6.036

These are the Mulliken partial charges, in e, on atoms 1 to 6: atom 1 (Ir): 1.007, atom 2 (C): -1.326, atom 3 (C): 1.230, atom 4 (C): -1.745, atom 5 (O): -0.364, atom 6 (C): 0.413

# 4
Molecular formula: C26H21FO4S2
Method: DFT, ωB97M-V with the def2-TZVPD basis set

```
54
Properties=species:S:1:pos:R:3:forces:R:3
C -5.00182 -0.72347 1.13162 0.05 0.01 0.05
C -4.81966 0.50375 1.77353 0.09 -0.05 -0.07
C -3.56270 0.85162 2.26345 -0.01 -0.20 0.18
C -2.51645 -0.06335 2.16320 -0.13 0.05 -0.38
S -0.92788 0.33007 2.86028 0.36 0.07 -3.49
C -0.08284 0.96526 1.59899 -0.13 0.31 -1.78
S 1.52441 1.51306 1.40682 -0.71 -0.86 0.22
C 2.53232 0.03314 1.62651 0.00 0.05 0.03
C 2.92972 -0.30176 2.91795 0.14 -0.12 -0.13
C 3.64189 -1.47908 3.13412 -0.08 0.03 -0.17
C 3.92713 -2.32940 2.06318 -0.04 0.07 0.03
C 3.51836 -1.99124 0.76964 -0.06 0.16 0.12
C 2.82635 -0.79915 0.54458 0.04 -0.04 0.23
O 1.65517 1.89787 0.01869 0.10 0.10 0.39
O 1.89761 2.40369 2.48080 0.16 -0.01 -0.06
O -1.21096 1.42362 3.78324 0.57 -0.31 2.44
O -0.37452 -0.93173 3.30347 -0.11 -0.18 1.40
C -2.67672 -1.27661 1.49460 -0.18 0.06 0.16
C -3.92949 -1.60725 0.98074 0.07 0.09 0.02
H -5.98448 -0.98947 0.73874 0.28 0.06 0.11
H -5.64866 1.20230 1.89552 0.19 -0.22 -0.13
H -3.39122 1.81058 2.74751 -0.04 -0.22 -0.07
H -0.63057 0.89915 0.66328 0.27 -0.04 0.10
H 2.69030 0.36615 3.74283 0.06 -0.09 -0.16
H 3.96680 -1.71866 4.14620 -0.04 -0.05 -0.28
H 4.47099 -3.25776 2.24145 -0.12 0.23 -0.08
H 3.73708 -2.65207 -0.07102 -0.02 0.18 0.27
H 2.51401 -0.51207 -0.45764 0.04 -0.02 0.23
H -1.82520 -1.94633 1.39671 -0.19 0.09 0.05
H -4.05789 -2.55816 0.46255 -0.04 0.28 0.14
F -4.05638 -2.90038 5.01510 0.28 0.97 0.70
C -3.72063 -1.63535 5.43548 -0.05 -0.48 -0.17
C -4.71241 -0.66106 5.45670 0.46 -0.01 0.03
C -4.33444 0.63322 5.83681 -0.01 -0.04 0.31
C -3.00236 0.94034 6.05878 0.33 0.05 -0.56
C -1.97747 -0.02655 5.86708 -1.13 -0.29 0.27
C -0.61812 0.43052 5.69417 -0.35 0.70 2.75
C 0.55754 -0.30676 6.09786 1.13 -0.62 -0.78
C 1.59896 0.39918 6.77216 -0.41 0.14 -0.47
C 2.78284 -0.22480 7.14298 -0.07 -0.19 0.11
C 2.96247 -1.59409 6.89811 -0.42 0.26 -0.03
C 1.93996 -2.31946 6.27747 -0.17 0.09 0.02
C 0.77473 -1.68589 5.85060 0.09 0.02 0.17
C -2.39094 -1.37736 5.76493 -0.13 0.22 -0.62
H -5.73909 -0.91289 5.19714 0.28 0.04 0.04
H -5.08761 1.41677 5.93076 0.20 -0.27 -0.01
H -2.70831 1.95717 6.32418 -0.12 -0.20 -0.34
H -0.47634 1.50426 5.81247 -0.21 -0.28 0.02
H 1.43789 1.45527 7.00537 0.18 -0.29 -0.19
H 3.57299 0.35247 7.62761 -0.31 -0.18 -0.14
H 3.88964 -2.09024 7.19043 -0.27 0.17 -0.09
H 2.05038 -3.39223 6.10482 0.04 0.39 -0.03
H 0.04705 -2.25532 5.28002 0.36 0.22 0.02
H -1.69602 -2.20344 5.86459 -0.23 0.16 -0.38
```
Positions in Å, forces in eV/Å.

Output
Kohn-Sham gap = 0.1675 hartree
Charge = 0
Max |F| = 0.0682 Eh/bohr

These are the Mulliken partial charges, in e, on atoms 1 to 6: atom 1 (C): -0.421, atom 2 (C): -0.770, atom 3 (C): -0.227, atom 4 (C): -0.319, atom 5 (S): 2.026, atom 6 (C): -1.077

Q: Look up the charge of the second one.
A: +1

Q: Which of these has the lowest max |F|?
A: C26H21F3IrNO3